Entry from OMol25: a structure of composition C47H54MoO4PSe (ωB97M-V with the def2-TZVPD basis set).

The geometry in ORCA input format:
```
! RIJCOSX wB97M-V def2-TZVPD def2/J DEFGRID3
* xyz 3 1
Mo 0.584 0.110 -1.633
Se 0.619 0.148 1.719
P 3.039 -0.131 -1.835
O -0.041 -1.366 -0.793
O 0.616 0.050 -3.435
O 0.076 1.631 -0.836
O 0.783 -0.373 -5.671
C 4.676 1.359 -3.397
C 4.440 2.277 1.078
C 5.835 0.306 1.033
C -1.991 -3.078 2.338
C 3.235 1.172 -5.752
C 3.479 -2.501 -3.223
C 3.442 0.711 -3.377
C -3.650 -2.561 4.082
C 1.375 0.040 -4.752
C 4.472 1.816 -5.749
C -0.935 5.669 -1.155
C -1.457 4.430 4.580
C -2.976 4.309 -1.672
C -0.825 -3.490 -2.599
C -2.704 -3.646 3.538
C -2.038 -3.676 1.077
C 5.182 1.917 -4.574
C -0.599 2.282 0.171
C -1.642 -3.983 4.599
C 5.523 1.548 1.561
C 3.660 1.759 0.062
C -1.286 3.469 -0.074
C 3.973 0.504 -0.470
C 3.544 -3.883 -3.313
C -1.015 -5.407 -1.048
C 3.140 -1.904 -2.004
C -3.509 -4.901 3.215
C -3.489 3.025 4.157
C 2.882 -2.699 -0.878
C -3.332 5.317 3.207
C -1.471 4.248 -1.381
C -0.495 1.666 1.434
C 2.711 0.637 -4.579
C -0.774 3.688 -2.626
C -0.698 -1.959 0.177
C -3.047 -4.076 -1.660
C -1.910 4.002 1.076
C -1.853 3.447 2.339
C -1.218 -1.889 2.508
C -2.536 4.064 3.554
C -1.397 -3.182 -0.057
C 3.288 -4.664 -2.198
C -1.548 -3.998 -1.345
C 2.962 -4.075 -0.979
C -1.115 2.266 2.508
C 5.063 -0.228 0.013
C -0.583 -1.313 1.449
H 5.265 1.429 -2.496
H 2.788 -4.690 -0.109
H -1.181 2.709 -2.933
H 6.138 2.417 -4.557
H -0.964 4.374 -3.454
H -3.136 4.852 -2.601
H -3.997 -5.249 4.120
H -1.925 4.866 5.459
H -0.940 -4.730 4.240
H -2.612 -4.583 0.970
H 4.862 2.236 -6.663
H 5.313 -1.195 -0.399
H -2.880 -5.715 2.861
H -3.524 4.828 -0.892
H 6.683 -0.244 1.410
H -1.099 6.258 -2.055
H 2.817 2.338 -0.317
H 0.262 -3.429 -2.465
H -1.149 -6.026 -1.932
H -3.186 -4.661 -2.565
H -4.010 3.462 5.005
H -1.135 -1.452 3.490
H 0.317 3.623 -2.508
H -3.609 -4.561 -0.867
H -0.758 5.158 4.178
H -1.084 -3.107 4.920
H -4.128 5.116 2.496
H -4.238 2.703 3.437
H 2.642 -2.241 0.080
H 4.214 3.247 1.493
H -1.438 6.177 -0.339
H -3.403 3.314 -1.783
H -2.701 6.108 2.813
H 3.710 -1.901 -4.093
H -2.474 4.913 0.952
H 3.354 -5.738 -2.272
H -1.009 -4.208 -3.401
H -1.032 1.831 3.492
H 6.129 1.957 2.355
H 0.132 5.662 -0.944
H -2.959 2.149 4.522
H 3.814 -4.347 -4.249
H -4.290 -4.715 2.482
H -3.115 -1.680 4.422
H -1.540 -5.889 -0.230
H -3.475 -3.089 -1.827
H -4.187 -2.963 4.937
H 0.046 -5.385 -0.807
H -0.896 3.559 4.911
H -4.385 -2.258 3.340
H -2.140 -4.387 5.476
H 2.661 1.101 -6.666
H -1.218 -2.525 -2.955
H -3.798 5.702 4.111
*
```

Energy above the lowest of the compared OMol25 structures with the same formula, charge and spin: 10.4 kcal/mol
HOMO energy (spin up / spin down): -16.2473 / -16.2402 eV
Gap between HOMO and LUMO (spin up / spin down): 5.18 / 5.17 eV

Löwdin population analysis, charges in e, atoms 1 to 99: atom 1 (Mo): 1.771, atom 2 (Se): 1.227, atom 3 (P): 1.054, atom 4 (O): -0.280, atom 5 (O): -0.300, atom 6 (O): -0.311, atom 7 (O): 0.256, atom 8 (C): -0.028, atom 9 (C): -0.037, atom 10 (C): -0.026, atom 11 (C): -0.079, atom 12 (C): 0.045, atom 13 (C): -0.047, atom 14 (C): -0.276, atom 15 (C): -0.016, atom 16 (C): -0.346, atom 17 (C): 0.009, atom 18 (C): -0.020, atom 19 (C): -0.023, atom 20 (C): -0.020, atom 21 (C): -0.043, atom 22 (C): -0.549, atom 23 (C): 0.062, atom 24 (C): 0.001, atom 25 (C): -0.250, atom 26 (C): -0.015, atom 27 (C): -0.016, atom 28 (C): -0.106, atom 29 (C): -0.044, atom 30 (C): -0.396, atom 31 (C): -0.026, atom 32 (C): -0.014, atom 33 (C): -0.370, atom 34 (C): -0.039, atom 35 (C): -0.027, atom 36 (C): -0.106, atom 37 (C): -0.044, atom 38 (C): -0.531, atom 39 (C): -0.402, atom 40 (C): -0.159, atom 41 (C): -0.057, atom 42 (C): -0.260, atom 43 (C): -0.016, atom 44 (C): 0.066, atom 45 (C): -0.109, atom 46 (C): -0.020, atom 47 (C): -0.550, atom 48 (C): -0.021, atom 49 (C): -0.020, atom 50 (C): -0.524, atom 51 (C): -0.047, atom 52 (C): -0.029, atom 53 (C): -0.055, atom 54 (C): -0.388, atom 55 (H): 0.115, atom 56 (H): 0.123, atom 57 (H): 0.081, atom 58 (H): 0.133, atom 59 (H): 0.100, atom 60 (H): 0.102, atom 61 (H): 0.103, atom 62 (H): 0.102, atom 63 (H): 0.099, atom 64 (H): 0.105, atom 65 (H): 0.136, atom 66 (H): 0.118, atom 67 (H): 0.095, atom 68 (H): 0.088, atom 69 (H): 0.127, atom 70 (H): 0.103, atom 71 (H): 0.106, atom 72 (H): 0.072, atom 73 (H): 0.105, atom 74 (H): 0.104, atom 75 (H): 0.101, atom 76 (H): 0.114, atom 77 (H): 0.083, atom 78 (H): 0.089, atom 79 (H): 0.097, atom 80 (H): 0.083, atom 81 (H): 0.096, atom 82 (H): 0.097, atom 83 (H): 0.112, atom 84 (H): 0.123, atom 85 (H): 0.086, atom 86 (H): 0.098, atom 87 (H): 0.093, atom 88 (H): 0.115, atom 89 (H): 0.105, atom 90 (H): 0.128, atom 91 (H): 0.103, atom 92 (H): 0.113, atom 93 (H): 0.127, atom 94 (H): 0.098, atom 95 (H): 0.077, atom 96 (H): 0.128, atom 97 (H): 0.097, atom 98 (H): 0.079, atom 99 (H): 0.088